(1)
{
  "formula": "C24H16F5MgN7OS2Se",
  "method": "the ωB97M-V functional and the def2-TZVPD basis",
  "total_charge": 0,
  "symbols": ["Mg", "O", "C", "N", "C", "C", "C", "C", "C", "C", "N", "C", "C", "C", "C", "C", "N", "H", "H", "H", "H", "H", "H", "H", "H", "H", "H", "N", "C", "N", "C", "C", "S", "C", "C", "S", "C", "N", "N", "H", "H", "H", "H", "H", "H", "F", "C", "C", "F", "C", "F", "C", "Se", "C", "F", "C", "F"],
  "coordinates": [[-0.60373, -0.67534, -0.10740], [-1.34983, -0.99400, 3.67648], [-1.29261, -1.40567, 2.49398], [-0.25094, -1.65319, 1.73914], [1.06284, -1.44922, 2.31379], [1.75814, -0.22776, 1.74610], [2.95327, 0.24125, 2.28925], [3.56505, 1.34271, 1.72802], [2.96557, 1.97172, 0.63863], [1.78483, 1.44927, 0.15949], [1.20106, 0.36783, 0.69082], [-2.59774, -1.62463, 1.77039], [-3.76219, -1.89534, 2.47135], [-4.93214, -2.09750, 1.76041], [-4.90775, -1.99648, 0.37831], [-3.70721, -1.69292, -0.23791], [-2.57506, -1.51749, 0.44126], [1.69104, -2.30875, 2.05657], [1.02344, -1.36432, 3.40366], [3.38653, -0.26925, 3.13907], [4.49701, 1.71609, 2.13183], [3.40808, 2.84043, 0.17145], [1.27146, 1.90630, -0.67967], [-3.72099, -1.93743, 3.54987], [-5.85532, -2.32697, 2.27654], [-5.79948, -2.14298, -0.21449], [-3.64057, -1.58269, -1.31431], [-1.05108, 1.81678, 2.60756], [-1.43649, 2.14916, 1.36714], [-1.48846, 1.34491, 0.32770], [-1.90903, 2.02709, -0.79915], [-2.15857, 3.34463, -0.64059], [-1.89159, 3.78914, 1.00496], [-2.01217, 1.25710, -2.03294], [-2.62322, 1.63775, -3.17459], [-2.47400, 0.39167, -4.36170], [-1.61416, -0.58498, -3.21153], [-1.42975, 0.00039, -2.04823], [-1.23563, -1.84254, -3.48894], [-1.02997, 0.85026, 2.93963], [-1.11819, 2.51542, 3.32644], [-2.45302, 4.06722, -1.38093], [-3.15639, 2.54948, -3.37832], [-1.25584, -2.13189, -4.45244], [-0.45137, -2.19993, -2.92571], [5.85993, 1.51989, -1.58207], [4.85606, 0.63614, -1.55692], [4.85778, -0.40192, -0.64400], [5.87028, -0.51775, 0.22352], [3.80628, -1.29984, -0.61839], [3.86558, -2.27585, 0.29729], [2.71281, -1.20685, -1.47544], [1.26052, -2.42931, -1.31329], [2.76150, -0.16441, -2.39398], [1.77322, -0.00168, -3.29769], [3.80055, 0.74832, -2.44313], [3.79168, 1.73789, -3.34687]],
  "forces_ev_per_a": [[0.38, -0.39, -0.04], [0.07, 0.07, -0.12], [-0.02, 0.05, 0.56], [0.27, 0.42, -0.31], [-0.06, -0.01, -0.06], [-0.08, -0.01, -0.04], [-0.03, 0.00, 0.01], [-0.10, 0.07, 0.01], [-0.01, 0.00, 0.12], [0.01, -0.05, 0.14], [-0.09, 0.00, 0.03], [-0.24, -0.07, 0.04], [-0.05, 0.00, 0.01], [0.02, 0.00, 0.07], [0.01, 0.00, -0.08], [0.00, 0.01, -0.04], [-0.03, -0.02, -0.21], [-0.02, -0.01, 0.03], [0.01, 0.02, -0.01], [0.01, 0.00, 0.01], [0.02, 0.00, 0.00], [0.01, 0.01, 0.00], [0.00, -0.01, -0.04], [0.02, 0.00, 0.01], [0.00, 0.00, 0.01], [0.00, 0.00, -0.01], [-0.01, 0.00, 0.00], [0.10, -0.15, 0.23], [-0.05, 0.02, -0.24], [-0.05, 0.12, 0.32], [-0.01, 0.11, 0.07], [0.03, -0.04, 0.05], [-0.01, 0.00, -0.01], [-0.01, 0.03, -0.23], [0.02, -0.06, -0.01], [-0.01, -0.02, 0.08], [-0.02, 0.19, 0.08], [-0.07, -0.03, 0.02], [0.11, -0.14, -0.04], [-0.09, 0.00, -0.08], [-0.01, -0.02, 0.00], [0.00, 0.01, -0.01], [0.00, 0.01, -0.01], [0.03, -0.02, 0.01], [0.05, 0.08, -0.07], [-0.05, -0.01, 0.03], [0.00, -0.06, -0.15], [0.05, -0.02, -0.06], [-0.05, 0.03, -0.01], [-0.02, -0.03, 0.01], [0.00, 0.08, 0.00], [-0.01, 0.00, -0.09], [-0.07, 0.04, 0.02], [-0.09, -0.06, -0.19], [0.05, -0.01, 0.22], [0.08, -0.08, -0.08], [-0.01, -0.01, 0.08]]
}


(2)
{
  "formula": "C24H16N4O3SSeZr",
  "method": "the ωB97M-V functional and the def2-TZVPD basis",
  "total_charge": 0,
  "symbols": ["Zr", "O", "C", "C", "C", "C", "C", "C", "C", "O", "N", "N", "C", "C", "C", "C", "C", "C", "C", "O", "H", "H", "H", "H", "H", "H", "H", "H", "H", "H", "S", "C", "C", "C", "C", "C", "C", "C", "C", "C", "N", "H", "H", "H", "H", "H", "H", "Se", "C", "N"],
  "coordinates": [[-0.84230, -0.72453, -0.59275], [3.62436, -0.81406, 2.97845], [2.52488, -1.12009, 3.69428], [2.71232, -1.42685, 5.04167], [1.63155, -1.74768, 5.83640], [0.33535, -1.77097, 5.31891], [0.14582, -1.46147, 3.98969], [1.22376, -1.13050, 3.15886], [0.93977, -0.81985, 1.75425], [-0.32182, -0.77700, 1.38327], [1.91189, -0.60965, 0.91605], [1.39991, -0.38872, -0.36964], [2.26000, -0.29229, -1.31158], [1.94836, -0.15834, -2.73541], [3.03748, -0.12893, -3.61472], [2.85365, -0.03677, -4.97980], [1.55228, 0.02383, -5.47725], [0.45707, -0.00180, -4.63269], [0.64404, -0.08799, -3.25740], [-0.40969, -0.10588, -2.44698], [3.34195, -0.65578, 2.04927], [3.71974, -1.40869, 5.43596], [1.79831, -1.98781, 6.87972], [-0.50587, -2.03066, 5.94614], [-0.84513, -1.47714, 3.55670], [3.30986, -0.35634, -1.02897], [4.03998, -0.18851, -3.20516], [3.70306, -0.01723, -5.64733], [1.38983, 0.09141, -6.54621], [-0.55520, 0.04608, -5.01033], [-5.01578, 1.36427, -0.20226], [-5.42435, -0.28692, -0.36961], [-4.32016, -1.07131, -0.49479], [-3.09156, -0.33288, -0.52018], [-3.35869, 1.00105, -0.36986], [-2.31774, 2.04525, -0.33022], [-2.58546, 3.40601, -0.41106], [-1.53647, 4.30135, -0.36042], [-0.23490, 3.83199, -0.24873], [-0.03935, 2.47135, -0.20994], [-1.05299, 1.59616, -0.24852], [-6.45714, -0.59822, -0.33358], [-4.37214, -2.14738, -0.57349], [-3.60608, 3.75007, -0.50925], [-1.73287, 5.36482, -0.41348], [0.61494, 4.49758, -0.20470], [0.95012, 2.04194, -0.14550], [-0.04829, -3.19029, -1.55321], [-1.30370, -3.31197, -0.21280], [-2.09258, -3.16862, 0.62814]],
  "forces_ev_per_a": [[-1.14, -0.78, -0.19], [-0.21, 0.02, -0.26], [0.05, 0.05, -0.02], [-0.08, -0.01, -0.02], [-0.06, -0.03, 0.09], [0.16, 0.03, -0.04], [-0.02, -0.01, 0.03], [0.00, 0.01, 0.07], [-0.41, 0.01, 0.18], [0.62, -0.13, 0.01], [0.16, 0.22, -0.33], [0.36, 0.14, 0.26], [0.01, 0.05, -0.39], [0.44, -0.03, 0.41], [0.05, 0.01, -0.16], [-0.07, -0.01, 0.15], [-0.06, 0.01, -0.08], [0.16, 0.05, -0.19], [-0.30, 0.04, 0.49], [0.34, 0.04, -0.08], [0.06, -0.05, 0.13], [-0.02, 0.00, -0.01], [-0.01, 0.00, -0.02], [0.01, 0.00, 0.00], [0.02, 0.00, -0.01], [0.04, 0.01, -0.09], [-0.03, 0.01, 0.00], [-0.01, 0.00, -0.02], [0.01, 0.00, 0.02], [0.01, -0.01, -0.01], [-0.61, 0.17, -0.10], [-0.06, -0.04, 0.15], [0.23, 0.05, -0.20], [0.20, -0.09, 0.17], [0.67, 0.57, 0.04], [-0.40, -0.44, -0.11], [0.03, 0.21, 0.13], [-0.10, 0.10, -0.01], [0.08, 0.06, 0.00], [-0.19, -0.23, 0.01], [0.09, 0.06, -0.07], [0.02, 0.03, 0.03], [-0.01, -0.01, 0.00], [0.01, -0.01, 0.01], [0.02, -0.01, 0.00], [-0.04, 0.03, 0.00], [0.05, 0.02, 0.00], [-0.30, -0.10, 0.35], [0.13, -0.08, -0.20], [0.06, 0.07, -0.11]]
}


Going through the records in order, we get molar mass values of 680.829, 610.668 g/mol.
Going through the records in order, we get relative energy (zero: lowest compared OMol25 entry of this formula, charge and spin) values of 0.00, 6.74 kcal per mole.
Going through the records in order, we get Kohn-Sham gap values of 0.280, 0.276 hartree.